Entry from OMol25: a 3-piece molecular cluster, C24H56N2O13P3 overall in a non-equilibrium geometry (wB97M-V/def2-TZVPD).

The HOMO-LUMO gap comes out at 5.3 eV. The value obtained for the molecular weight is 673.6 g/mol. The HOMO energy is -4.6854 eV.

```
! RIJCOSX wB97M-V def2-TZVPD def2/J DEFGRID3
* xyz -1 1
C 5.992 1.074 1.742
C 5.205 1.092 0.420
O 4.522 2.336 0.267
P 3.595 2.347 -1.093
O 4.470 1.951 -2.213
C 2.301 1.081 -0.889
C 0.854 1.560 -1.146
C -0.056 0.286 -1.163
N -1.383 0.497 -0.580
C -2.226 1.398 -1.364
C -3.694 1.216 -0.873
C -4.026 2.052 0.410
C -5.488 2.584 0.285
N -5.490 4.080 0.243
C -0.092 -0.397 -2.568
O -0.085 -1.646 -2.617
O -0.136 0.376 -3.564
O 2.993 3.814 -1.368
C 4.065 4.793 -1.330
C 3.751 5.774 -0.164
H 6.778 1.834 1.739
H 6.414 0.065 1.839
H 5.296 1.215 2.577
H 4.529 0.226 0.451
H 5.906 0.940 -0.410
H 2.505 0.261 -1.587
H 2.334 0.662 0.126
H 0.463 2.214 -0.348
H 0.760 2.090 -2.102
H 0.457 -0.434 -0.500
H -1.275 0.890 0.351
H -2.229 1.167 -2.432
H -1.964 2.466 -1.248
H -4.412 1.366 -1.688
H -3.767 0.157 -0.584
H -3.303 2.864 0.534
H -3.996 1.358 1.260
H -6.035 2.259 1.184
H -6.016 2.148 -0.571
H -5.903 4.338 -0.648
H -6.158 4.378 0.947
H 5.046 4.321 -1.222
H 4.097 5.361 -2.266
H 3.107 5.227 0.531
H 4.657 6.127 0.336
H 3.175 6.600 -0.595
O -3.344 2.214 4.864
P -4.288 1.281 5.558
O -4.214 1.891 7.094
C -4.526 3.264 7.302
C -6.022 3.523 7.235
O -3.243 0.007 5.671
C -2.239 -0.203 4.669
C -0.891 0.291 5.156
O -5.522 0.261 5.914
C -5.495 -0.575 7.079
C -6.417 -0.043 8.158
H -4.000 3.890 6.577
H -4.148 3.530 8.290
H -6.450 3.136 6.307
H -6.228 4.592 7.300
H -6.537 3.027 8.058
H -2.519 0.280 3.734
H -2.192 -1.275 4.477
H -0.956 1.296 5.574
H -0.163 0.292 4.343
H -0.518 -0.357 5.952
H -4.489 -0.703 7.468
H -5.847 -1.555 6.754
H -5.949 0.777 8.703
H -6.645 -0.829 8.881
H -7.349 0.329 7.731
O 4.040 -3.687 -7.367
P 3.212 -4.625 -6.549
O 3.310 -3.987 -5.053
C 2.951 -2.605 -4.861
C 1.450 -2.403 -4.888
O 4.302 -5.874 -6.445
C 5.267 -6.075 -7.473
C 6.618 -5.531 -7.047
O 1.993 -5.656 -6.203
C 2.022 -6.482 -5.032
C 1.084 -5.951 -3.967
H 3.436 -1.978 -5.611
H 3.348 -2.307 -3.890
H 1.011 -2.827 -5.802
H 1.201 -1.344 -4.835
H 0.978 -2.896 -4.046
H 4.940 -5.620 -8.407
H 5.341 -7.152 -7.644
H 6.536 -4.520 -6.648
H 7.317 -5.526 -7.886
H 7.039 -6.151 -6.252
H 3.027 -6.592 -4.632
H 1.687 -7.471 -5.351
H 1.533 -5.119 -3.427
H 0.860 -6.734 -3.238
H 0.151 -5.596 -4.406
*
```

Atomic charges from the Löwdin analysis, expressed in e, are listed below: number 1, C, carries -0.08; number 2, C, carries -0.31; number 3, O, carries -0.23; number 4, P, carries 0.54; number 5, O, carries -0.28; number 6, C, carries -0.20; number 7, C, carries -0.19; number 8, C, carries -0.29; number 9, N, carries -0.02; number 10, C, carries -0.23; number 11, C, carries -0.19; number 12, C, carries -0.19; number 13, C, carries -0.28; number 14, N, carries -0.02; number 15, C, carries -0.68; number 16, O, carries -0.07; number 17, O, carries -0.07; number 18, O, carries -0.20; number 19, C, carries -0.27; number 20, C, carries -0.07; number 21, H, carries 0.07; number 22, H, carries 0.07; number 23, H, carries 0.07; number 24, H, carries 0.11; number 25, H, carries 0.11; number 26, H, carries 0.11; number 27, H, carries 0.09; number 28, H, carries 0.11; number 29, H, carries 0.11; number 30, H, carries 0.12; number 31, H, carries 0.10; number 32, H, carries 0.11; number 33, H, carries 0.11; number 34, H, carries 0.09; number 35, H, carries 0.10; number 36, H, carries 0.10; number 37, H, carries 0.09; number 38, H, carries 0.09; number 39, H, carries 0.09; number 40, H, carries 0.05; number 41, H, carries 0.05; number 42, H, carries 0.10; number 43, H, carries 0.12; number 44, H, carries 0.07; number 45, H, carries 0.07; number 46, H, carries 0.07; number 47, O, carries -0.20; number 48, P, carries 0.64; number 49, O, carries -0.23; number 50, C, carries -0.29; number 51, C, carries -0.08; number 52, O, carries -0.24; number 53, C, carries -0.28; number 54, C, carries -0.07; number 55, O, carries -0.24; number 56, C, carries -0.27; number 57, C, carries -0.08; number 58, H, carries 0.11; number 59, H, carries 0.12; number 60, H, carries 0.07; number 61, H, carries 0.08; number 62, H, carries 0.07; number 63, H, carries 0.10; number 64, H, carries 0.12; number 65, H, carries 0.07; number 66, H, carries 0.08; number 67, H, carries 0.07; number 68, H, carries 0.11; number 69, H, carries 0.12; number 70, H, carries 0.06; number 71, H, carries 0.08; number 72, H, carries 0.08; number 73, O, carries -0.22; number 74, P, carries 0.61; number 75, O, carries -0.22; number 76, C, carries -0.26; number 77, C, carries -0.08; number 78, O, carries -0.24; number 79, C, carries -0.30; number 80, C, carries -0.08; number 81, O, carries -0.23; number 82, C, carries -0.27; number 83, C, carries -0.07; number 84, H, carries 0.10; number 85, H, carries 0.12; number 86, H, carries 0.08; number 87, H, carries 0.07; number 88, H, carries 0.05; number 89, H, carries 0.10; number 90, H, carries 0.11; number 91, H, carries 0.08; number 92, H, carries 0.07; number 93, H, carries 0.07; number 94, H, carries 0.11; number 95, H, carries 0.12; number 96, H, carries 0.07; number 97, H, carries 0.07; number 98, H, carries 0.09